(1)
{
  "formula": "C22H30NdO2Si",
  "method": "ωB97M-V with the def2-TZVPD basis set",
  "total_charge": 1,
  "s_squared": 3.762,
  "relative_energy_kcal_mol": 22.4,
  "homo_lumo_gap_ev": [7.03, 7.09],
  "multiplicity": 4,
  "species": ["C", "C", "C", "H", "C", "C", "H", "H", "H", "H", "Nd", "C", "H", "H", "H", "Si", "C", "C", "H", "C", "H", "C", "H", "C", "H", "C", "H", "C", "C", "H", "C", "H", "C", "H", "C", "H", "C", "H", "H", "H", "C", "O", "C", "C", "O", "C", "H", "H", "H", "H", "H", "H", "H", "H", "H", "H"],
  "xyz": [[-0.21, 1.53, 1.69], [-0.91, 2.25, 0.66], [-2.21, 2.54, 1.11], [-0.48, 2.59, -0.27], [-2.37, 1.98, 2.41], [-1.12, 1.40, 2.79], [-0.80, 1.06, 3.79], [0.82, 1.17, 1.65], [-2.98, 3.07, 0.57], [-3.26, 2.02, 3.06], [-2.21, -0.19, 1.00], [-1.30, -1.93, -0.27], [-1.47, -2.42, 0.75], [-0.38, -2.13, -0.71], [-2.18, -1.98, -0.97], [1.08, 0.55, -1.58], [2.22, -0.63, -2.43], [3.45, 0.06, -2.48], [3.58, 0.90, -1.81], [4.40, -0.21, -3.44], [5.25, 0.46, -3.54], [4.24, -1.28, -4.31], [4.89, -1.37, -5.16], [3.14, -2.10, -4.16], [3.08, -3.04, -4.74], [2.08, -1.72, -3.33], [1.15, -2.27, -3.41], [-0.61, 0.89, -2.36], [-0.32, 1.79, -3.39], [0.67, 1.75, -3.88], [-1.22, 2.86, -3.67], [-0.92, 3.62, -4.39], [-2.48, 2.94, -3.04], [-3.12, 3.85, -3.17], [-2.90, 1.86, -2.26], [-3.92, 1.83, -1.86], [-1.99, 0.81, -1.95], [-2.48, -0.10, -1.55], [0.60, -0.15, -0.35], [1.70, 1.91, -1.41], [1.89, -0.26, 4.26], [0.72, -0.86, 3.72], [0.90, -2.07, 2.98], [-0.49, -2.70, 2.83], [-1.50, -1.64, 2.61], [-2.42, -1.35, 3.69], [2.47, -1.00, 4.87], [1.52, 0.56, 4.89], [2.53, 0.12, 3.44], [1.37, -1.83, 2.00], [1.60, -2.72, 3.55], [-0.45, -3.36, 1.96], [-0.74, -3.25, 3.75], [-2.96, -2.26, 3.99], [-1.82, -0.95, 4.51], [-3.14, -0.58, 3.33]],
  "lowdin_spin": [-0.007, -0.007, -0.008, 0.000, -0.008, -0.005, 0.000, 0.000, 0.000, 0.000, 3.080, -0.033, -0.002, -0.003, -0.002, 0.000, 0.000, 0.000, 0.000, 0.000, 0.000, 0.000, 0.000, 0.000, 0.000, 0.000, 0.000, 0.000, 0.000, 0.000, -0.001, 0.000, 0.000, 0.000, -0.001, 0.000, -0.001, -0.001, 0.000, 0.000, 0.000, 0.000, 0.000, 0.000, -0.003, 0.000, 0.000, 0.000, 0.000, 0.000, 0.000, 0.000, 0.000, 0.000, 0.000, 0.000]
}

=====

(2)
{
  "formula": "C18H18CrN5O2",
  "method": "ωB97M-V with the def2-TZVPD basis set",
  "total_charge": 2,
  "s_squared": 3.824,
  "homo_lumo_gap_ev": [5.46, 7.11],
  "multiplicity": 4,
  "species": ["Cr", "C", "C", "C", "C", "C", "C", "N", "C", "C", "C", "C", "C", "N", "C", "C", "C", "C", "C", "C", "N", "H", "H", "H", "H", "H", "H", "H", "H", "H", "H", "H", "H", "H", "H", "H", "N", "N", "C", "O", "O", "H", "H", "H"],
  "xyz": [[-0.64, 0.10, 0.74], [-1.57, -4.30, -0.07], [-0.51, -3.68, -0.97], [0.02, -4.55, -1.91], [0.99, -4.12, -2.79], [1.41, -2.81, -2.70], [0.85, -1.97, -1.74], [-0.10, -2.38, -0.88], [1.33, -0.55, -1.67], [2.30, -0.16, -2.58], [2.80, 1.12, -2.59], [2.31, 2.02, -1.67], [1.34, 1.62, -0.78], [0.84, 0.35, -0.77], [0.81, 2.61, 0.20], [1.30, 3.89, 0.20], [0.81, 4.80, 1.12], [-0.16, 4.38, 1.99], [-0.65, 3.07, 1.98], [-1.71, 2.82, 3.03], [-0.15, 2.18, 1.07], [-1.69, -5.34, -0.37], [-2.54, -3.83, -0.18], [-1.28, -4.31, 0.98], [-0.33, -5.57, -1.95], [1.42, -4.78, -3.53], [2.16, -2.48, -3.39], [2.69, -0.86, -3.29], [3.56, 1.41, -3.30], [2.69, 3.03, -1.67], [2.06, 4.21, -0.49], [1.17, 5.82, 1.14], [-0.57, 5.06, 2.72], [-1.85, 3.75, 3.57], [-1.42, 2.05, 3.75], [-2.66, 2.53, 2.60], [-1.72, -1.76, 1.14], [-2.60, -1.61, 2.16], [-2.66, -0.36, 2.75], [-3.35, -0.02, 3.64], [-1.75, 0.44, 2.10], [-2.01, -1.66, 0.17], [-0.78, -2.13, 1.29], [-3.16, -2.39, 2.45]],
  "lowdin_spin": [3.079, -0.002, 0.000, 0.000, 0.001, 0.001, -0.001, -0.008, 0.004, -0.002, 0.009, -0.001, 0.008, -0.005, 0.006, 0.000, 0.007, -0.002, 0.006, -0.001, -0.015, 0.000, 0.000, 0.000, 0.000, 0.000, 0.000, 0.000, 0.000, 0.000, 0.000, 0.000, 0.000, -0.001, 0.000, 0.000, -0.060, -0.007, 0.005, -0.008, -0.018, 0.004, 0.004, -0.003]
}

=====

(3)
{
  "formula": "C2H4ClN2",
  "method": "ωB97M-V with the def2-TZVPD basis set",
  "total_charge": 1,
  "relative_energy_kcal_mol": 40.6,
  "homo_lumo_gap_ev": 9.78,
  "species": ["C", "C", "N", "N", "Cl", "H", "H", "H", "H"],
  "xyz": [[-0.58, 0.98, -0.68], [0.24, -1.30, -0.12], [-0.50, -0.30, -0.18], [0.71, -2.38, -0.12], [0.39, 2.31, 0.89], [0.08, 1.21, -1.40], [-1.60, 1.39, -0.43], [1.04, -3.18, 0.28], [0.22, 1.27, 1.76]],
  "lowdin_charge": [-0.061, -0.182, 0.055, 0.330, 0.615, 0.052, 0.127, 0.093, -0.029]
}

=====

(4)
{
  "formula": "C54H41GeN3O7PPbSe",
  "method": "ωB97M-V with the def2-TZVPD basis set",
  "total_charge": -2,
  "s_squared": 0.758,
  "relative_energy_kcal_mol": 87.4,
  "homo_lumo_gap_ev": [4.08, 4.02],
  "multiplicity": 2,
  "species": ["Pb", "C", "C", "C", "C", "C", "C", "C", "H", "H", "H", "H", "H", "H", "H", "H", "O", "C", "O", "C", "C", "C", "C", "C", "C", "O", "N", "O", "O", "N", "O", "O", "H", "H", "C", "C", "C", "C", "C", "C", "P", "C", "C", "C", "C", "C", "C", "C", "C", "C", "C", "C", "C", "C", "C", "C", "C", "H", "H", "H", "H", "H", "H", "H", "H", "H", "H", "H", "H", "H", "H", "H", "H", "C", "Ge", "C", "C", "C", "C", "C", "C", "C", "C", "C", "C", "C", "C", "C", "C", "C", "C", "H", "H", "H", "H", "H", "H", "H", "H", "H", "H", "H", "H", "H", "H", "H", "Se", "C", "N"],
  "xyz": [[13.30, 13.11, 11.39], [11.34, 17.04, 10.05], [12.39, 16.60, 11.06], [13.68, 16.24, 10.63], [14.71, 16.06, 11.55], [14.43, 16.11, 12.89], [13.12, 16.30, 13.35], [12.12, 16.61, 12.44], [10.67, 17.82, 10.48], [10.72, 16.20, 9.71], [11.82, 17.48, 9.16], [13.87, 16.15, 9.57], [15.72, 15.83, 11.21], [15.20, 16.02, 13.64], [12.93, 16.28, 14.41], [11.11, 16.86, 12.77], [13.38, 9.62, 8.63], [13.75, 10.64, 9.18], [13.02, 11.26, 10.09], [15.12, 11.20, 8.82], [15.87, 10.38, 7.94], [17.14, 10.72, 7.57], [17.81, 11.83, 8.00], [17.06, 12.67, 8.82], [15.66, 12.45, 9.25], [15.08, 13.37, 9.92], [17.80, 13.83, 9.27], [17.22, 14.92, 9.40], [19.00, 13.62, 9.44], [17.83, 9.84, 6.60], [18.86, 10.29, 6.11], [17.27, 8.77, 6.31], [15.44, 9.48, 7.52], [18.83, 12.03, 7.64], [14.04, 6.95, 10.93], [15.29, 7.54, 11.10], [15.45, 8.62, 11.96], [14.28, 9.17, 12.60], [13.11, 8.42, 12.56], [12.92, 7.43, 11.60], [14.36, 10.59, 13.79], [14.72, 9.60, 15.24], [13.76, 8.81, 15.91], [14.13, 8.22, 17.13], [15.37, 8.42, 17.67], [16.35, 9.10, 16.96], [16.03, 9.67, 15.75], [14.86, 12.24, 14.34], [16.22, 12.63, 14.38], [16.63, 13.66, 15.22], [15.70, 14.34, 16.01], [14.32, 13.98, 16.03], [13.33, 14.62, 16.86], [12.02, 14.17, 16.82], [11.59, 13.21, 15.88], [12.49, 12.59, 15.03], [13.87, 12.95, 15.09], [13.98, 6.08, 10.28], [16.14, 7.17, 10.56], [16.42, 9.02, 12.20], [12.36, 8.63, 13.33], [11.95, 6.98, 11.38], [12.74, 8.74, 15.55], [13.38, 7.64, 17.66], [15.58, 8.07, 18.70], [17.36, 9.17, 17.32], [16.86, 10.16, 15.21], [16.94, 12.05, 13.79], [17.66, 13.99, 15.22], [16.04, 15.07, 16.73], [13.63, 15.46, 17.48], [11.28, 14.66, 17.48], [10.54, 12.97, 15.82], [10.75, 13.13, 8.38], [10.51, 12.70, 10.30], [9.14, 14.03, 10.91], [8.01, 14.15, 10.11], [6.97, 15.00, 10.46], [7.02, 15.70, 11.67], [8.13, 15.57, 12.48], [9.18, 14.76, 12.10], [9.85, 10.88, 10.47], [10.23, 10.00, 9.48], [9.59, 8.73, 9.33], [8.70, 8.28, 10.27], [8.53, 8.98, 11.49], [7.89, 8.39, 12.64], [7.88, 8.97, 13.85], [8.47, 10.34, 14.10], [9.01, 10.97, 12.84], [9.11, 10.33, 11.61], [9.94, 12.74, 7.72], [11.69, 12.63, 8.06], [10.86, 14.23, 8.21], [7.92, 13.59, 9.17], [6.10, 15.14, 9.81], [6.17, 16.32, 11.97], [8.21, 16.16, 13.39], [10.04, 14.72, 12.75], [11.00, 10.27, 8.77], [9.87, 8.13, 8.48], [8.20, 7.34, 10.10], [7.44, 7.40, 12.49], [7.49, 8.41, 14.74], [7.74, 10.98, 14.63], [9.32, 12.03, 12.89], [12.12, 11.23, 13.72], [9.54, 10.19, 15.05], [10.41, 9.96, 15.81]],
  "lowdin_spin": [0.004, 0.000, -0.001, 0.000, 0.001, 0.001, 0.000, 0.000, 0.000, 0.000, 0.000, 0.000, 0.000, 0.000, 0.000, 0.000, 0.000, 0.000, 0.000, 0.000, 0.000, 0.000, 0.000, 0.000, 0.000, -0.001, 0.000, 0.000, 0.000, 0.000, 0.000, 0.000, 0.000, 0.000, -0.002, 0.000, 0.014, 0.143, 0.025, 0.009, 0.390, 0.024, 0.008, -0.001, 0.006, 0.002, 0.021, 0.121, 0.041, -0.001, 0.019, 0.006, 0.014, 0.005, 0.012, 0.006, 0.020, 0.000, 0.000, 0.008, 0.002, 0.002, 0.000, 0.000, 0.001, 0.000, 0.007, 0.012, 0.000, 0.001, 0.001, 0.000, 0.001, 0.004, 0.018, 0.004, 0.001, 0.000, 0.000, 0.000, 0.000, 0.003, 0.002, 0.001, 0.001, 0.003, 0.000, 0.002, 0.001, 0.004, 0.000, 0.001, 0.000, 0.000, 0.000, 0.000, 0.000, 0.000, 0.000, 0.000, 0.000, 0.000, 0.000, 0.000, 0.000, 0.000, 0.035, 0.000, 0.000]
}

=====

(5)
{
  "formula": "C4H11N2",
  "method": "ωB97M-V with the def2-TZVPD basis set",
  "total_charge": 1,
  "relative_energy_kcal_mol": 69.5,
  "homo_lumo_gap_ev": 8.39,
  "species": ["C", "C", "C", "C", "N", "N", "H", "H", "H", "H", "H", "H", "H", "H", "H", "H", "H"],
  "xyz": [[0.98, -1.42, 1.17], [0.56, 2.24, -1.07], [-1.87, -0.44, -0.03], [-0.13, 0.97, -0.86], [1.74, -2.46, 1.13], [-1.28, 0.84, -0.30], [0.91, -1.02, 2.20], [1.51, 2.21, -0.52], [0.84, 2.35, -2.11], [-0.01, 3.10, -0.75], [-1.09, -1.10, 0.38], [-2.69, -0.33, 0.68], [-2.26, -0.88, -0.95], [0.39, 0.05, -1.13], [2.26, -2.86, 1.91], [-1.78, 1.67, 0.00], [1.91, -2.92, 0.25]],
  "lowdin_charge": [-0.040, -0.009, -0.044, -0.082, 0.009, 0.041, 0.031, 0.112, 0.108, 0.096, 0.036, 0.104, 0.110, 0.129, 0.119, 0.180, 0.099]
}

=====

Calculated total energy / Eh: -1857.2851 -2164.8872 -647.9393 -7785.6444 -268.1941